ORCA calculation (wB97M-V/def2-TZVPD) on 9 unconnected molecules or ions with the total composition C25H55Br6N5O8 at a distorted geometry.

```
99
Properties=species:S:1:pos:R:3:mulliken_charge:R:1
C 11.10 17.45 14.74 -1.020
C 10.60 16.25 15.56 0.354
O 11.75 15.59 16.11 -0.057
C 11.58 14.91 17.24 0.535
O 10.55 14.79 17.85 -0.591
O 12.75 14.38 17.58 -0.078
C 12.75 13.72 18.83 -0.701
H 10.35 18.24 14.71 0.380
H 11.37 17.16 13.72 0.103
H 12.01 17.86 15.19 0.288
H 10.10 15.57 14.87 -0.475
H 9.99 16.62 16.38 0.519
H 13.80 13.59 19.10 0.112
H 12.23 12.76 18.78 0.306
H 12.25 14.29 19.62 0.357
C 11.95 16.48 9.32 -0.725
N 10.78 17.27 9.10 0.315
C 10.94 18.71 9.06 -1.040
C 9.57 16.69 8.88 0.142
O 8.53 17.30 8.70 -0.638
H 11.80 15.50 8.86 0.194
H 12.20 16.43 10.38 -0.053
H 12.80 16.88 8.76 0.340
H 11.37 19.01 8.10 0.313
H 9.99 19.21 9.19 0.347
H 11.63 19.04 9.84 0.339
H 9.66 15.59 8.87 0.390
C 16.24 11.98 10.98 -0.808
N 16.58 10.94 10.05 0.264
C 17.99 10.70 9.86 -1.067
C 15.65 10.05 9.64 0.182
O 15.91 8.96 9.15 -0.678
H 15.16 12.10 11.03 -0.160
H 16.65 12.95 10.68 0.311
H 16.63 11.74 11.98 0.563
H 18.13 9.92 9.12 0.360
H 18.46 11.63 9.51 0.312
H 18.47 10.37 10.78 0.346
H 14.61 10.38 9.75 0.387
C 13.49 15.27 6.29 -0.941
N 13.94 14.57 7.48 0.235
C 15.26 14.91 7.99 -0.596
C 13.35 13.42 7.90 -0.014
O 13.75 12.73 8.81 -0.500
H 12.95 16.19 6.56 0.271
H 12.77 14.66 5.73 0.364
H 14.32 15.52 5.64 0.353
H 15.31 14.50 8.99 -0.214
H 16.03 14.52 7.31 0.330
H 15.34 15.99 8.08 0.374
H 12.43 13.22 7.32 0.322
C 17.05 13.51 17.93 -0.909
N 17.21 12.85 16.65 0.400
C 16.00 12.55 15.91 -0.568
C 18.42 12.47 16.19 0.062
O 18.62 11.83 15.18 -0.551
H 16.24 13.02 18.48 0.217
H 16.80 14.57 17.83 0.209
H 17.91 13.39 18.58 0.421
H 15.54 13.49 15.59 0.012
H 16.30 11.98 15.04 0.194
H 15.31 11.97 16.51 0.222
H 19.23 12.81 16.86 0.253
C 8.81 13.24 13.76 -0.781
N 9.30 14.04 12.65 0.297
C 8.57 15.23 12.30 -0.990
C 10.27 13.56 11.83 -0.041
O 10.79 14.20 10.93 -0.409
H 9.05 13.72 14.72 0.184
H 9.38 12.31 13.81 0.274
H 7.74 13.06 13.67 0.351
H 8.19 15.72 13.20 0.417
H 9.23 15.94 11.82 0.180
H 7.71 15.01 11.66 0.344
H 10.57 12.53 12.06 0.192
Br 15.00 15.79 11.47 -0.174
C 13.54 14.71 12.18 -0.575
C 14.05 14.18 13.51 -0.464
Br 12.72 13.02 14.31 -0.051
H 13.38 13.90 11.48 0.466
H 12.66 15.32 12.33 0.295
H 14.29 15.00 14.19 0.247
H 14.93 13.56 13.37 0.371
Br 12.28 9.80 11.52 -0.165
C 13.68 9.75 12.87 -0.173
C 13.26 8.93 14.06 -0.569
Br 14.74 9.03 15.34 -0.186
H 13.95 10.77 13.12 -0.261
H 14.53 9.29 12.37 0.487
H 13.14 7.88 13.82 0.452
H 12.38 9.32 14.54 0.372
Br 19.51 16.25 17.21 -0.154
C 17.95 17.25 16.68 -0.731
C 17.45 16.69 15.35 -0.246
Br 15.74 17.46 14.92 -0.133
H 18.28 18.28 16.52 0.454
H 17.17 17.29 17.43 0.414
H 17.38 15.60 15.36 -0.007
H 18.17 16.97 14.58 0.398
```

Calculated values
HOMO level: -8.9 eV
Structure (SMILES): CCOC(=O)OC.CN(C)C=O.CN(C)C=O.CN(C)C=O.CN(C)C=O.CN(C)C=O.BrCCBr.BrCCBr.BrCCBr
Electronic energy: -17305.3921 Eh
Multiplicity: 1
Orbital gap: 9.1 eV



ORCA calculation (wB97M-V/def2-TZVPD) on a molecular structure, C25H55FeNO19S5 at a distorted geometry.

```
106
Properties=species:S:1:pos:R:3:mulliken_spin:R:1
Fe -0.64 0.79 -0.24 3.856
C -2.45 1.89 -3.77 0.000
C -1.78 0.87 -2.95 0.036
O -1.78 1.29 -1.61 -0.070
H -3.47 2.16 -3.42 0.001
H -2.38 1.70 -4.90 0.000
H -1.85 2.80 -3.59 0.000
H -0.76 0.60 -3.22 -0.011
H -2.32 -0.09 -3.08 -0.001
C 2.39 -1.04 2.02 0.002
C 0.95 -0.60 1.61 0.049
O 0.84 -0.33 0.23 -0.058
H 2.50 -2.07 1.66 0.000
H 2.49 -1.10 3.07 -0.001
H 3.23 -0.48 1.64 -0.001
H 0.61 0.30 2.17 0.001
H 0.31 -1.47 1.89 -0.005
O -0.57 2.49 1.06 0.023
S -0.19 3.87 0.69 0.017
O -0.16 4.73 1.82 0.002
O 1.24 3.86 0.11 0.005
C 2.23 3.00 0.71 -0.058
C 3.59 3.61 0.69 -0.001
C -1.16 4.42 -0.69 -0.003
H 2.29 2.07 0.11 0.043
H 1.94 2.69 1.70 0.009
H 3.93 3.82 -0.36 0.000
H 4.22 2.76 1.10 0.000
H 3.74 4.48 1.40 0.000
H -1.88 5.13 -0.22 -0.001
H -1.65 3.53 -1.17 0.007
H -0.55 4.95 -1.41 0.000
O 1.34 2.17 -1.89 -0.011
S 2.36 2.27 -2.89 0.005
O 2.52 3.51 -3.55 0.001
O 3.77 1.98 -2.23 0.000
C 3.86 0.74 -1.37 0.002
C 4.60 -0.29 -2.19 0.000
C 2.20 0.83 -4.06 0.001
H 2.87 0.53 -0.95 0.021
H 4.38 1.13 -0.56 0.000
H 4.63 -1.15 -1.59 0.000
H 5.51 0.12 -2.44 0.000
H 4.02 -0.57 -3.05 0.000
H 3.10 0.78 -4.65 0.000
H 1.32 0.87 -4.70 0.000
H 2.12 0.00 -3.43 -0.004
O 0.79 -1.85 -3.57 -0.002
S 0.71 -3.06 -2.83 0.000
O -0.52 -3.77 -2.75 0.000
O 1.78 -4.05 -3.45 0.000
C 1.29 -5.24 -4.11 0.000
C 2.54 -5.93 -4.59 0.000
C 1.52 -2.86 -1.15 -0.002
H 0.51 -5.00 -4.81 0.000
H 0.81 -5.86 -3.37 0.000
H 2.40 -6.94 -5.02 0.000
H 3.12 -6.08 -3.67 0.000
H 3.08 -5.30 -5.30 0.000
H 2.53 -2.56 -1.57 0.000
H 1.62 -3.87 -0.74 0.000
H 1.04 -2.18 -0.47 0.019
O -6.54 2.61 0.15 0.000
S -5.10 2.52 -0.06 0.001
O -4.43 3.56 -0.75 -0.001
O -4.30 2.15 1.26 0.002
C -5.03 1.73 2.41 0.000
C -3.96 1.26 3.33 -0.001
C -4.85 0.98 -0.86 -0.001
H -5.78 0.97 2.10 0.000
H -5.65 2.57 2.80 0.000
H -3.30 0.68 2.70 -0.002
H -4.37 0.65 4.12 0.000
H -3.36 2.14 3.62 0.000
H -3.79 0.87 -1.05 0.016
H -5.49 1.00 -1.70 0.000
H -5.16 0.20 -0.12 0.000
O -3.95 -2.10 0.79 0.001
S -2.73 -1.77 0.22 0.023
O -2.19 -0.49 0.62 0.060
O -1.59 -2.83 0.52 0.005
C -2.00 -4.21 0.70 0.000
C -0.89 -5.00 1.31 0.000
C -2.64 -1.93 -1.47 0.028
H -2.18 -4.55 -0.35 0.000
H -2.93 -4.26 1.28 0.000
H -0.75 -4.69 2.34 0.000
H -0.03 -4.88 0.69 0.000
H -1.21 -6.03 1.34 0.000
H -2.73 -3.03 -1.66 -0.001
H -1.76 -1.64 -1.97 -0.006
H -3.37 -1.36 -2.00 0.003
C 0.04 2.22 4.25 0.000
C 1.36 2.64 4.50 0.000
C 2.17 1.86 5.28 0.000
C 1.79 0.58 5.68 0.001
C 0.56 0.07 5.28 -0.002
C -0.37 0.94 4.57 0.002
N 2.65 -0.14 6.58 0.000
O 2.18 -1.02 7.25 0.000
O 3.81 0.20 6.63 0.000
H -0.56 2.93 3.72 -0.001
H 1.70 3.64 4.14 0.000
H 3.13 2.28 5.63 0.000
H 0.27 -0.93 5.69 0.000
H -1.38 0.61 4.40 0.001
```

Calculated values
HOMO level (alpha / beta): -8.7 / -8.0 eV
Electronic energy: -5724.3285 Eh
Multiplicity: 5
Orbital gap (alpha / beta): 8.4 / 7.7 eV



ORCA calculation (wB97M-V/def2-TZVPD) on 3 unconnected molecules or ions with the total composition C25H56ClN2O4 at a distorted geometry.

```
88
Properties=species:S:1:pos:R:3:mulliken_charge:R:1
C 0.71 5.46 5.16 -1.341
C 0.62 4.59 3.83 1.277
C 1.18 5.47 2.68 -1.566
C 1.38 4.77 1.29 0.165
C 2.13 3.42 1.52 -1.550
C 0.11 4.69 0.37 -1.008
N -0.67 5.96 0.51 -0.286
C -1.82 5.82 1.40 -0.735
C -2.85 4.70 0.97 0.330
Cl -4.29 5.51 0.22 -0.142
N -2.16 3.82 0.00 0.065
C -0.77 3.39 0.47 -0.145
C -0.33 2.34 -0.63 -1.518
O 0.60 1.41 -0.13 0.289
C 1.24 0.68 -1.19 -0.740
C 1.00 -0.87 -1.07 -0.846
O -0.87 2.86 1.75 0.293
C -1.69 1.69 1.83 -0.673
C -1.83 1.29 3.35 0.691
C -2.83 0.08 3.44 -1.735
C -0.45 1.00 4.04 -0.745
C 0.08 -0.47 3.87 0.803
C 1.32 -0.59 4.86 -1.523
C 0.64 -0.67 2.41 -1.194
H 1.34 4.97 5.93 0.333
H -0.28 5.77 5.54 0.332
H 1.24 6.41 4.92 0.337
H 1.19 3.67 4.04 0.171
H -0.47 4.35 3.73 -0.535
H 0.58 6.40 2.64 0.374
H 2.20 5.78 3.00 0.589
H 2.10 5.41 0.74 0.551
H 3.08 3.64 2.06 0.464
H 2.43 2.96 0.55 0.231
H 1.59 2.69 2.15 0.326
H 0.48 4.72 -0.68 0.608
H -0.99 6.26 -0.41 0.444
H -2.37 6.79 1.36 0.792
H -1.53 5.68 2.46 -0.097
H -3.17 4.09 1.84 0.130
H -2.74 3.01 -0.26 0.617
H -1.98 4.29 -0.90 0.502
H -1.22 1.75 -0.99 0.291
H 0.09 2.83 -1.53 0.562
H 2.32 0.93 -1.18 0.295
H 0.86 0.96 -2.20 0.475
H 1.79 -1.35 -0.47 0.260
H -0.03 -1.11 -0.75 0.168
H 1.11 -1.26 -2.11 0.304
H -2.74 1.83 1.47 0.240
H -1.29 0.80 1.31 -0.078
H -2.31 2.15 3.85 0.461
H -2.73 -0.62 2.59 0.368
H -3.89 0.42 3.51 0.437
H -2.62 -0.47 4.38 0.371
H -0.62 1.14 5.13 0.479
H 0.34 1.67 3.66 -0.375
H -0.64 -1.25 4.18 0.539
H 1.28 0.23 5.61 0.352
H 2.29 -0.57 4.31 0.318
H 1.26 -1.55 5.41 0.373
H 0.88 0.33 2.01 0.066
H -0.13 -1.19 1.79 0.159
H 1.59 -1.24 2.43 0.575
C 0.98 -6.05 -3.09 -1.237
C 0.74 -4.55 -3.03 0.480
C 0.27 -4.01 -4.37 -1.155
O 1.94 -3.89 -2.64 -0.531
H 1.76 -6.29 -3.82 0.271
H 1.32 -6.42 -2.13 0.367
H 0.07 -6.58 -3.37 0.306
H -0.01 -4.33 -2.26 0.260
H 1.03 -4.19 -5.14 0.282
H 0.11 -2.94 -4.32 0.318
H -0.66 -4.49 -4.69 0.313
H 2.61 -4.07 -3.30 0.338
C -0.01 -7.99 -7.92 -1.454
C 0.29 -7.84 -6.44 0.578
C 0.54 -9.20 -5.79 -1.282
O -0.80 -7.19 -5.79 -0.490
H -0.92 -8.59 -8.08 0.364
H -0.19 -7.01 -8.38 0.346
H 0.81 -8.47 -8.45 0.376
H 1.17 -7.21 -6.31 0.218
H -0.35 -9.83 -5.87 0.349
H 0.74 -9.08 -4.73 0.302
H 1.38 -9.71 -6.26 0.384
H -1.58 -7.74 -5.90 0.321
```

Calculated values
HOMO level: -11.6 eV
Total charge: +1
Electronic energy: -1856.4986 Eh
Multiplicity: 1
Orbital gap: 8.7 eV



ORCA calculation (wB97M-V/def2-TZVPD) on a molecular structure, C25H56F3MnN8O11S at a distorted geometry.

```
105
Properties=species:S:1:pos:R:3:mulliken_spin:R:1
Mn -3.52 2.29 -1.45 4.940
C 1.98 0.06 0.19 -0.006
F 2.58 0.82 -0.74 -0.001
F 2.72 -0.89 0.50 -0.001
F 1.76 0.79 1.30 -0.001
S 0.26 -0.58 -0.48 -0.007
O -0.35 -1.22 0.71 0.030
O -0.49 0.63 -0.83 0.029
O 0.60 -1.50 -1.59 0.024
C 3.85 -2.58 6.46 0.000
O 3.01 -2.96 7.31 0.000
N 4.38 -1.35 6.41 0.000
C 5.38 -1.01 5.41 0.000
C 4.01 -0.26 7.34 0.000
H 4.15 -3.19 5.59 0.000
H 5.01 -1.01 4.38 0.000
H 6.18 -1.73 5.60 0.000
H 5.94 -0.11 5.66 0.000
H 3.76 -0.72 8.30 0.000
H 4.93 0.25 7.65 0.000
H 3.23 0.44 7.06 0.000
C -1.75 -4.32 -7.21 0.000
O -2.36 -4.64 -6.19 0.000
N -0.43 -4.19 -7.17 0.000
C 0.28 -3.72 -8.36 0.000
C 0.37 -4.56 -6.00 0.000
H -2.25 -4.08 -8.16 0.000
H -0.34 -3.47 -9.22 0.000
H 1.01 -4.46 -8.67 0.000
H 0.85 -2.85 -8.06 0.000
H 0.85 -5.53 -5.83 0.000
H 1.05 -3.75 -5.76 0.000
H -0.15 -4.32 -5.08 0.000
C 4.07 4.52 3.66 0.000
O 2.93 4.63 3.40 0.000
N 5.13 4.34 2.80 0.000
C 6.34 3.68 3.19 0.000
C 5.11 4.51 1.35 0.000
H 4.47 4.30 4.66 0.000
H 6.48 2.82 2.54 0.000
H 6.34 3.16 4.15 0.000
H 7.14 4.42 3.17 0.000
H 5.43 3.63 0.78 0.000
H 4.08 4.65 1.03 0.000
H 5.64 5.41 1.04 0.000
C -5.35 1.19 2.96 0.000
O -4.61 1.41 1.93 -0.002
N -4.98 1.29 4.26 0.000
C -3.80 2.07 4.54 0.000
C -6.04 1.22 5.33 0.000
H -6.37 0.80 2.89 0.000
H -3.10 2.00 3.70 0.000
H -3.32 1.65 5.42 0.000
H -4.10 3.11 4.67 0.000
H -6.89 0.64 4.96 0.000
H -5.60 1.07 6.31 0.000
H -6.50 2.20 5.41 0.000
C -5.43 -1.97 -2.58 0.000
O -5.22 -0.75 -2.44 -0.002
N -6.54 -2.58 -2.14 -0.004
C -7.56 -2.11 -1.30 -0.001
C -6.84 -3.85 -2.92 0.000
H -4.68 -2.62 -3.06 0.000
H -8.14 -2.87 -0.77 0.000
H -8.26 -1.55 -1.92 0.000
H -7.16 -1.40 -0.57 0.000
H -7.53 -4.48 -2.35 0.000
H -7.08 -3.92 -3.98 0.000
H -5.95 -4.47 -2.91 0.000
C 1.95 3.74 -6.61 0.000
O 1.90 4.54 -5.66 0.000
N 1.86 2.38 -6.35 0.000
C 1.80 1.40 -7.42 0.000
C 1.69 1.85 -5.02 0.000
H 2.25 3.94 -7.65 0.000
H 2.59 0.66 -7.33 0.000
H 1.81 1.68 -8.48 0.000
H 0.82 0.91 -7.36 0.000
H 0.74 1.37 -4.77 0.000
H 2.55 1.22 -4.80 0.000
H 1.86 2.66 -4.32 0.000
C 2.96 -6.77 1.34 0.000
O 3.76 -7.36 0.66 0.000
N 2.11 -7.30 2.20 0.000
C 0.90 -6.74 2.57 0.000
C 2.09 -8.79 2.52 0.000
H 2.82 -5.68 1.42 0.000
H -0.03 -6.94 2.04 0.000
H 0.85 -5.66 2.47 0.000
H 0.80 -6.64 3.65 0.000
H 1.34 -9.19 1.84 0.000
H 3.07 -9.19 2.27 0.000
H 2.01 -8.96 3.59 0.000
C -1.38 6.14 0.15 0.000
O -2.08 5.20 -0.22 0.003
N -1.82 7.43 0.15 -0.001
C -1.06 8.41 0.97 0.000
C -3.14 7.75 -0.44 0.000
H -0.46 6.06 0.75 0.000
H -1.85 8.92 1.53 0.000
H -0.45 8.99 0.28 0.000
H -0.35 7.87 1.60 0.000
H -3.53 6.95 -1.08 0.000
H -3.85 8.05 0.33 0.000
H -3.12 8.66 -1.05 0.000
```

Calculated values
HOMO level (alpha / beta): -10.3 / -10.3 eV
Total charge: +1
Electronic energy: -4100.0351 Eh
Multiplicity: 6
Orbital gap (alpha / beta): 2.0 / 2.4 eV